Entry 1:
A molecular structure, C63H43AsN11O4S2Ti in a non-equilibrium geometry. Source: the OMol25 dataset; level of theory: ωB97M-V/def2-TZVPD.

Structure (XYZ):
```
125
Properties=species:S:1:pos:R:3
Ti 0.149 -0.436 0.720
C 7.474 -0.483 3.070
C 7.314 0.777 3.677
C 6.121 1.465 3.585
C 5.083 0.863 2.875
C 3.721 1.257 2.603
N 3.083 0.349 1.880
C 3.978 -0.668 1.619
N 3.872 -1.662 0.756
C 2.971 -1.704 -0.208
C 3.121 -2.393 -1.460
C 3.953 -3.452 -1.848
C 3.869 -3.895 -3.146
C 2.999 -3.284 -4.078
C 2.213 -2.213 -3.724
C 2.267 -1.764 -2.394
C 1.622 -0.700 -1.676
N 0.880 0.391 -2.166
C 1.032 1.507 -1.284
N 0.752 1.352 0.028
C 1.246 2.357 0.756
N -0.612 0.599 2.117
C -0.022 1.552 2.700
N 1.027 2.290 2.133
C 1.910 2.593 3.184
N 3.131 2.294 3.304
C 1.040 2.778 4.380
C 1.266 3.286 5.642
C 0.276 3.083 6.597
C -0.875 2.348 6.318
C -1.075 1.786 5.060
C -0.106 2.032 4.108
C 1.833 3.293 -0.104
C 2.466 4.550 0.066
C 2.957 5.196 -1.026
C 2.853 4.628 -2.333
C 2.251 3.425 -2.536
C 1.710 2.726 -1.425
N 1.938 -0.796 -0.376
C 5.237 -0.395 2.283
C 6.448 -1.078 2.364
H 8.426 -0.991 3.165
H 8.144 1.209 4.222
H 5.991 2.434 4.047
H 4.620 -3.908 -1.131
H 4.478 -4.731 -3.468
H 2.958 -3.664 -5.090
H 1.564 -1.746 -4.452
H 2.180 3.813 5.879
H 0.409 3.491 7.591
H -1.616 2.200 7.091
H -1.955 1.202 4.831
H 2.566 4.988 1.052
H 3.445 6.156 -0.912
H 3.275 5.169 -3.170
H 2.193 2.998 -3.530
H 6.570 -2.044 1.894
O -0.935 -0.605 -0.692
As -1.015 -0.049 -2.567
C -2.329 -1.482 -2.673
C -1.917 -2.789 -2.474
C -2.835 -3.824 -2.527
C -4.174 -3.561 -2.778
C -4.585 -2.259 -3.005
C -3.662 -1.218 -2.964
C -1.871 1.663 -2.450
C -1.246 2.754 -3.047
C -1.857 3.996 -3.021
C -3.098 4.154 -2.423
C -3.726 3.070 -1.835
C -3.109 1.826 -1.842
C -0.568 -0.016 -4.510
C -1.498 -0.503 -5.427
C -1.300 -0.373 -6.795
C -0.157 0.240 -7.281
C 0.782 0.720 -6.382
C 0.579 0.596 -5.016
H -0.884 -3.027 -2.258
H -2.499 -4.836 -2.346
H -4.893 -4.369 -2.796
H -5.625 -2.040 -3.208
H -4.006 -0.215 -3.171
H -0.292 2.652 -3.546
H -1.354 4.842 -3.470
H -3.569 5.127 -2.403
H -4.678 3.188 -1.337
H -3.600 1.007 -1.340
H -2.396 -1.010 -5.099
H -2.044 -0.762 -7.478
H 0.004 0.339 -8.346
H 1.688 1.195 -6.739
H 1.330 0.968 -4.335
N -2.851 2.771 1.283
C -3.511 1.741 1.959
C -3.670 0.480 1.387
C -4.281 -0.537 2.101
C -4.749 -0.338 3.386
C -4.641 0.931 3.937
C -4.038 1.960 3.232
S -5.293 -1.705 4.390
O -5.893 -2.657 3.473
O -6.176 -1.122 5.384
O -4.030 -2.198 4.967
H -2.484 3.488 1.892
H -2.137 2.461 0.639
H -3.240 0.234 0.425
H -4.372 -1.520 1.653
H -5.025 1.106 4.933
H -3.945 2.939 3.689
N -1.667 -1.624 3.618
C -1.448 -2.516 2.666
N -0.572 -2.381 1.677
C -0.493 -3.570 0.950
C 0.421 -3.827 -0.066
C 0.434 -5.074 -0.665
C -0.463 -6.065 -0.270
C -1.378 -5.820 0.743
C -1.375 -4.574 1.353
S -2.342 -4.016 2.688
H -1.350 -0.683 3.391
H -2.493 -1.745 4.209
H 1.128 -3.073 -0.376
H 1.158 -5.267 -1.447
H -0.443 -7.037 -0.744
H -2.065 -6.592 1.061
```

Results
Lowest unoccupied orbital energy (alpha / beta)   0.87 / 0.85 eV
Multiplicity   1
Kohn-Sham gap (alpha / beta)   5.28 / 5.30 eV
Charge   -1


Entry 2:
A molecular structure, C30H26MoN4O3Sb. Source: the OMol25 dataset; level of theory: ωB97M-V/def2-TZVPD.

Structure (XYZ):
```
65
Properties=species:S:1:pos:R:3
Mo 0.148 -0.761 -0.605
O 1.005 0.573 0.528
N 0.298 1.594 0.985
N -0.919 1.494 0.708
O -1.341 0.421 0.035
C -1.887 2.462 1.142
C -3.224 2.234 0.840
C -4.150 3.166 1.272
C -3.738 4.287 1.981
C -2.391 4.492 2.266
C -1.443 3.579 1.848
H -3.535 1.358 0.290
H -5.198 3.015 1.056
H -4.471 5.009 2.314
H -2.079 5.368 2.817
H -0.396 3.731 2.065
C 2.782 0.724 -7.434
C 1.838 -0.288 -7.277
C 1.140 -0.407 -6.090
C 1.405 0.497 -5.057
C 2.358 1.512 -5.208
C 3.043 1.622 -6.405
Sb 0.372 0.438 -3.264
C -1.404 -0.618 -3.673
C -2.125 -0.379 -4.841
C -3.374 -0.962 -5.025
C -3.915 -1.786 -4.050
C -3.212 -2.034 -2.874
C -1.977 -1.440 -2.699
C 1.268 -1.582 -2.173
C 2.434 -1.488 -1.372
C 3.267 -2.596 -1.265
C 2.980 -3.758 -1.977
C 1.865 -3.828 -2.809
C 1.000 -2.748 -2.906
H 3.317 0.813 -8.370
H 1.646 -0.979 -8.086
H 0.402 -1.191 -5.973
H 2.560 2.216 -4.409
H 3.776 2.405 -6.538
H -1.725 0.266 -5.615
H -3.923 -0.770 -5.937
H -4.883 -2.242 -4.204
H -3.627 -2.683 -2.114
H -1.452 -1.741 -1.764
H 2.741 -0.555 -0.903
H 4.169 -2.532 -0.670
H 3.637 -4.613 -1.893
H 1.649 -4.740 -3.349
H 0.104 -2.831 -3.508
N -0.450 -7.058 0.930
C -0.172 -5.928 0.276
O 0.081 -5.846 -0.913
C -0.122 -4.639 1.082
C 0.043 -4.497 2.454
C 0.174 -3.221 2.998
C 0.154 -2.124 2.169
N -0.014 -2.262 0.832
C -0.157 -3.495 0.314
H -0.467 -7.921 0.405
H -0.747 -7.089 1.890
H 0.096 -5.359 3.107
H 0.311 -3.081 4.061
H 0.283 -1.119 2.545
H -0.267 -3.605 -0.761
```

Results
Lowest unoccupied orbital energy (alpha / beta)   -11.33 / -11.01 eV
ΔE to the lowest compared entry with this formula, charge and spin   3.3 kcal/mol
Multiplicity   3
Kohn-Sham gap (alpha / beta)   5.56 / 5.93 eV
Charge   +3


Entry 3:
A molecular structure, C56H49NO3RuS5Si. Source: the OMol25 dataset; level of theory: ωB97M-V/def2-TZVPD.

Structure (XYZ):
```
116
Properties=species:S:1:pos:R:3
Ru -0.201 -1.814 -1.253
C -3.828 6.034 -2.715
C -2.826 4.932 -2.531
C -3.145 3.800 -1.785
C -2.232 2.775 -1.606
C -0.983 2.889 -2.191
C -0.641 3.992 -2.962
C -1.564 5.012 -3.118
S 0.254 1.634 -1.967
O -0.529 0.431 -1.425
C 1.267 2.341 -0.669
C 2.575 2.607 -1.131
C 3.498 3.157 -0.292
C 3.174 3.410 1.059
C 4.140 3.925 1.960
C 3.822 4.140 3.268
C 2.521 3.851 3.740
C 1.567 3.365 2.896
C 1.864 3.133 1.526
C 0.884 2.626 0.624
C -0.504 2.434 1.136
C -1.349 3.568 1.327
C -0.940 4.877 0.977
C -1.792 5.933 1.129
C -3.091 5.737 1.645
C -3.511 4.485 1.992
C -2.656 3.369 1.836
C -3.096 2.059 2.158
C -2.279 0.983 1.986
C -0.978 1.195 1.486
S 0.140 -0.142 1.197
O -0.791 -1.301 0.718
C 0.677 -0.644 2.796
C 1.996 -0.347 3.106
C 2.484 -0.699 4.355
C 1.678 -1.359 5.278
C 2.222 -1.769 6.615
C 0.359 -1.662 4.927
C -0.151 -1.307 3.693
H -4.502 6.098 -1.862
H -4.435 5.852 -3.605
H -3.337 6.997 -2.844
H -4.120 3.730 -1.317
H -2.479 1.898 -1.022
H 0.335 4.062 -3.428
H -1.303 5.881 -3.708
H 2.836 2.365 -2.154
H 4.496 3.381 -0.647
H 5.133 4.143 1.589
H 4.563 4.534 3.950
H 2.283 4.020 4.781
H 0.576 3.150 3.273
H 0.053 5.037 0.577
H -1.471 6.929 0.856
H -3.749 6.586 1.772
H -4.505 4.328 2.392
H -4.097 1.928 2.550
H -2.606 -0.020 2.224
H 2.634 0.147 2.381
H 3.509 -0.464 4.611
H 3.028 -1.110 6.933
H 2.623 -2.783 6.564
H 1.445 -1.761 7.377
H -0.274 -2.179 5.638
H -1.170 -1.550 3.425
O 1.644 -1.551 -0.552
C 2.624 -2.554 -0.773
C 3.958 -1.940 -0.429
C 5.117 -2.484 0.035
C 6.161 -1.527 0.153
C 5.768 -0.281 -0.221
S 4.129 -0.249 -0.704
C 2.261 -3.805 0.007
C 2.926 -4.953 0.302
C 2.072 -5.974 0.817
C 0.767 -5.608 0.871
S 0.586 -3.977 0.364
C 2.510 -2.925 -2.249
C 2.960 -3.949 -2.999
C 2.383 -3.977 -4.317
C 1.464 -3.011 -4.531
S 1.404 -1.944 -3.170
H 5.252 -3.521 0.296
H 7.154 -1.763 0.505
H 6.352 0.625 -0.219
H 3.980 -5.111 0.144
H 2.428 -6.938 1.149
H -0.077 -6.158 1.253
H 3.653 -4.694 -2.637
H 2.655 -4.703 -5.068
H 0.917 -2.784 -5.431
C -2.699 -5.019 -0.322
Si -2.211 -4.464 -2.041
C -0.706 -5.333 -2.715
C -3.655 -4.457 -3.205
N -1.761 -2.707 -1.903
C -2.688 -1.648 -1.999
C -3.532 -1.360 -0.922
C -4.508 -0.388 -1.065
C -4.644 0.292 -2.268
C -3.785 0.027 -3.329
C -2.808 -0.940 -3.201
H -2.393 -6.055 -0.164
H -3.781 -4.973 -0.192
H -2.247 -4.411 0.465
H -0.777 -5.455 -3.797
H -0.604 -6.326 -2.273
H 0.218 -4.793 -2.500
H -4.042 -5.472 -3.326
H -3.385 -4.086 -4.194
H -4.468 -3.841 -2.816
H -3.423 -1.917 -0.001
H -5.177 -0.173 -0.243
H -5.419 1.039 -2.380
H -3.894 0.566 -4.261
H -2.156 -1.192 -4.028
```

Results
Lowest unoccupied orbital energy (alpha / beta)   -6.34 / -7.14 eV
ΔE to the lowest compared entry with this formula, charge and spin   0.0 kcal/mol
Multiplicity   5
Kohn-Sham gap (alpha / beta)   6.38 / 5.58 eV
Charge   +2


Entry 4:
10 unconnected molecules or ions with the total composition C30H48Cl6F4O21 in a non-equilibrium geometry. Source: the OMol25 dataset; level of theory: ωB97M-V/def2-TZVPD.

Structure (XYZ):
```
109
Properties=species:S:1:pos:R:3
O 1.191 5.393 -2.183
C 0.479 5.550 -1.221
O 0.900 5.622 0.020
C -0.138 5.891 0.972
C -1.224 6.404 0.024
F -0.996 7.799 -0.068
O -0.831 5.900 -1.247
H -0.438 4.936 1.501
H 0.394 6.687 1.604
H -2.245 6.081 0.273
O -2.869 -0.065 -4.108
C -2.347 1.015 -4.068
O -1.888 1.622 -2.986
C -1.359 2.952 -3.299
C -1.322 2.882 -4.841
F -0.105 2.564 -5.332
O -2.224 1.860 -5.122
H -2.124 3.678 -2.972
H -0.376 2.934 -2.848
H -1.596 3.814 -5.316
O 0.415 -3.552 3.864
C -0.525 -3.091 3.336
O -1.018 -3.455 2.139
C -2.412 -2.911 1.964
C -2.560 -2.031 3.241
F -3.414 -2.676 4.130
O -1.299 -2.008 3.819
H -2.431 -2.345 1.016
H -2.952 -3.846 1.974
H -2.960 -1.039 3.083
O -1.433 2.288 1.599
C -0.837 1.387 1.116
O -1.126 0.033 1.196
C -0.382 -0.654 0.131
C 0.695 0.277 -0.204
F 0.755 0.476 -1.542
O 0.318 1.541 0.462
H -0.089 -1.689 0.454
H -1.017 -0.740 -0.764
H 1.695 -0.062 0.126
C 4.880 -5.160 1.152
C 3.849 -4.120 0.870
O 3.992 -3.017 1.824
C 2.976 -2.212 1.947
O 1.927 -2.325 1.353
O 3.240 -1.280 2.784
C 2.309 -0.200 3.010
H 4.648 -6.080 0.658
H 4.903 -5.199 2.238
H 5.854 -4.798 0.831
H 2.812 -4.383 0.965
H 3.912 -3.666 -0.143
H 1.334 -0.616 3.234
H 2.223 0.320 2.117
H 2.901 0.440 3.652
C 0.489 -7.132 1.597
C -0.372 -6.311 0.596
O 0.483 -5.547 -0.236
C -0.036 -4.564 -0.909
O -1.167 -4.205 -0.931
O 1.001 -4.036 -1.528
C 0.839 -2.895 -2.382
H -0.229 -7.681 2.189
H 1.071 -6.377 2.208
H 1.171 -7.691 0.951
H -0.871 -5.571 1.240
H -1.085 -6.884 -0.011
H 1.498 -2.065 -2.027
H -0.218 -2.536 -2.427
H 1.181 -3.105 -3.369
C 7.652 -1.179 -0.972
C 6.253 -0.860 -0.418
O 5.828 0.313 -1.182
C 4.740 0.977 -0.682
O 3.940 0.564 0.106
O 4.586 2.081 -1.451
C 3.489 2.907 -1.049
H 7.714 -1.278 -2.037
H 8.029 -2.079 -0.534
H 8.400 -0.433 -0.791
H 6.306 -0.656 0.674
H 5.646 -1.710 -0.605
H 3.849 3.246 -0.041
H 2.617 2.266 -0.888
H 3.359 3.686 -1.716
Cl -3.986 4.267 -0.287
C -4.824 3.340 -1.562
C -5.287 4.308 -2.630
Cl -6.232 3.324 -3.797
H -5.721 2.945 -1.066
H -4.168 2.477 -1.815
H -4.521 4.884 -3.161
H -6.053 4.984 -2.150
Cl -1.549 5.199 5.575
C -1.775 4.154 4.095
C -3.030 4.540 3.397
Cl -2.991 6.302 2.943
H -1.847 3.130 4.508
H -0.942 4.131 3.431
H -3.990 4.399 3.982
H -3.095 3.960 2.462
Cl -4.360 -0.253 -0.431
C -4.984 -1.122 -1.889
C -4.507 -2.559 -1.830
Cl -5.406 -3.480 -0.516
H -4.604 -0.575 -2.814
H -6.047 -1.052 -1.816
H -3.438 -2.696 -1.661
H -4.871 -2.978 -2.758
```

Results
Lowest unoccupied orbital energy   0.32 eV
ΔE to the lowest compared entry with this formula, charge and spin   0.0 kcal/mol
Multiplicity   1
Kohn-Sham gap   11.16 eV
Charge   0


Entry 5:
A molecular structure, C4H5ClN2 in a non-equilibrium geometry. Source: the OMol25 dataset; level of theory: ωB97M-V/def2-TZVPD.

Structure (XYZ):
```
12
Properties=species:S:1:pos:R:3
C 1.485 0.265 0.109
C -2.392 0.567 0.213
C 0.654 -0.995 0.284
C 0.500 -0.810 -1.292
N 1.270 0.216 -1.355
N -3.156 1.333 0.598
Cl 3.232 0.343 0.344
H 1.046 1.107 0.657
H 1.142 -1.838 0.716
H -0.231 -0.843 0.931
H 0.264 -1.346 -2.255
H -3.815 2.003 1.049
```

Results
Lowest unoccupied orbital energy   0.92 eV
ΔE to the lowest compared entry with this formula, charge and spin   83.6 kcal/mol
Multiplicity   1
Kohn-Sham gap   10.80 eV
Charge   0


Entry 6:
A molecular structure, CsF2NO4S2 in a non-equilibrium geometry. Source: the OMol25 dataset; level of theory: ωB97M-V/def2-TZVPD.

Structure (XYZ):
```
10
Properties=species:S:1:pos:R:3
Cs 1.428 -3.299 0.905
N -0.232 0.582 -1.040
S -1.281 -0.172 -0.163
O -2.054 0.596 0.754
O -0.858 -1.497 0.249
F -2.337 -0.508 -1.324
S 0.977 0.906 0.042
O 1.903 -0.187 0.275
O 0.628 1.712 1.172
F 1.826 1.867 -0.869
```

Results
Lowest unoccupied orbital energy   -1.02 eV
ΔE to the lowest compared entry with this formula, charge and spin   0.0 kcal/mol
Multiplicity   1
Kohn-Sham gap   8.65 eV
Charge   0


The calculated total energy results, record by record, are as follows: -7211.67988 -1910.85808 -4818.64015 -5912.65593 -725.00245 -1371.98286 Eh.